{
  "formula": "C4H2CaF12Mn2N3O13S4",
  "method": "wB97M-V/def2-TZVPD",
  "multiplicity": 11,
  "homo_lumo_gap_ev": [7.757, 7.684],
  "e_homo_ev": [-13.482, -13.538],
  "e_lumo_ev": [-5.725, -5.853],
  "fmax_ev_per_a": 7.7,
  "total_charge": 1,
  "s_squared": 30.007,
  "elements": ["Mn", "Mn", "Ca", "S", "S", "S", "S", "F", "F", "F", "F", "F", "F", "F", "F", "F", "F", "F", "F", "O", "O", "O", "O", "O", "O", "O", "O", "O", "O", "O", "O", "O", "N", "N", "N", "C", "C", "C", "C", "H", "H"],
  "xyz": [[-1.78825, 0.27196, -2.38420], [-0.77408, -2.10719, -0.53773], [2.20284, 0.05492, -1.90752], [4.07202, -1.67610, 0.00361], [-3.07614, 0.58872, 0.71250], [1.88438, -1.01757, 1.43313], [-3.34571, 2.78246, -0.81888], [6.21537, -1.74551, 1.42475], [0.73615, 0.52351, 3.16271], [2.73576, 1.14173, 2.79863], [4.89690, -0.30639, 2.20230], [-5.01076, -1.07832, 1.46303], [-1.13152, 3.25616, 0.63651], [-2.21637, 5.06535, 0.24459], [1.25267, 1.61539, 1.42037], [6.06522, 0.12632, 0.39411], [-5.16737, -0.48947, -0.60017], [-5.72001, 0.94111, 0.96808], [-1.11088, 4.06386, -1.41270], [3.91225, -3.09312, 0.45864], [-4.46975, 3.09702, 0.06071], [-3.07436, 1.46469, 1.86556], [2.52759, -1.68833, 2.53865], [2.08110, -2.04364, -3.02168], [2.13501, -4.07461, -2.75744], [-2.20706, -1.66527, -1.79018], [-3.71161, 3.23744, -2.17474], [4.58824, -1.54777, -1.34290], [0.51237, -1.50809, 1.10884], [0.66945, -2.87967, -1.79364], [-0.00438, -0.24169, -1.22081], [-2.23783, -0.56861, 0.81536], [1.56633, -3.03841, -2.58409], [-2.73530, 1.31622, -0.91167], [2.81739, -0.72920, 0.02657], [-4.84548, -0.05902, 0.62684], [5.39240, -0.77088, 1.06274], [-1.81813, 3.87918, -0.29768], [1.64747, 0.68685, 2.21852], [-3.03628, -2.11562, -1.53704], [-0.42964, 0.33160, -0.55372]],
  "forces_ev_per_a": [[-0.3704, -1.4534, 0.5644], [1.1325, -0.1803, 0.6132], [-0.0197, -1.0968, -1.4280], [3.3466, -5.1511, -0.2752], [-0.1900, 0.9358, 1.4428], [-0.8726, -0.6772, 1.6763], [-3.8750, 6.0823, -2.5537], [0.4088, -0.2416, -0.4145], [-0.3283, -0.5336, -0.0939], [0.7847, -0.6419, -0.0943], [-0.3721, 0.8680, -0.5279], [0.7058, 0.6474, -0.1772], [0.7621, -0.4143, -0.1180], [0.4050, -1.5862, -1.3207], [-1.0405, 1.2198, -2.3732], [-0.4460, 0.6051, -0.3030], [0.6240, 0.2848, 0.2179], [1.6589, -1.7164, -0.4335], [0.2500, 0.0390, 0.5653], [-0.0990, 4.5502, -0.5898], [2.5388, -1.6514, 0.0044], [0.2108, -0.7389, -2.2373], [-0.3625, 0.4839, -1.8985], [1.4306, 5.7059, -2.4803], [-0.8946, -1.7920, -0.4052], [-1.1269, 0.0136, -0.5099], [2.1468, -1.4917, 1.1631], [-0.5411, 0.9905, -0.1475], [1.8971, 0.7627, -0.1273], [-4.2864, -0.4036, 2.7938], [-0.5007, 2.0519, -1.0030], [0.6217, -0.7380, -0.7191], [3.5759, -2.8347, 0.5697], [-0.7724, -1.4792, 3.7430], [-2.8836, -0.0747, 3.8141], [-2.6483, 0.9544, 0.0154], [0.1150, -2.2559, 1.1926], [-2.1451, 0.8510, 0.5652], [0.1743, -0.4163, 1.7108], [0.2637, 0.6028, -0.6713], [0.7219, -0.0797, 0.2504]]
}